# 1
Computed, not measured: C20H62F2N2O16S2V as an isolated structure at a distorted geometry, with ωB97M-V/def2-TZVPD.

Structure (XYZ):
```
105
C20H62F2N2O16S2V ωB97M-V/def2-TZVPD
V 4.543 6.094 10.252
N 3.365 6.363 11.872
S 3.326 7.178 13.280
O 3.906 6.417 14.418
O 2.218 8.091 13.560
F 4.507 8.264 13.005
S 1.847 5.633 12.337
O 0.635 6.445 12.084
O 1.839 4.724 13.478
F 1.943 4.608 11.120
C 1.675 8.354 9.309
C 1.665 7.750 7.850
C 1.696 8.952 6.806
C 2.134 8.636 5.367
C 3.385 7.753 5.344
C 3.241 6.467 6.228
N 2.841 6.829 7.625
O 3.071 5.799 8.620
C 4.694 5.935 6.150
C 2.229 5.501 5.606
C 0.270 7.056 7.778
H 1.604 7.519 10.006
H 0.918 9.118 9.488
H 2.587 8.933 9.457
H 2.456 9.648 7.161
H 0.765 9.480 6.594
H 2.392 9.587 4.902
H 1.358 8.156 4.770
H 4.170 8.389 5.752
H 3.636 7.510 4.311
H 4.888 5.023 6.716
H 5.470 6.660 6.395
H 4.896 5.619 5.126
H 2.338 5.337 4.534
H 1.187 5.821 5.640
H 2.321 4.473 5.955
H 0.187 5.996 8.020
H -0.085 7.118 6.749
H -0.432 7.596 8.413
C -1.498 3.998 13.272
O -1.572 2.625 13.481
H -0.588 4.316 12.764
H -2.292 4.527 12.746
H -1.409 4.443 14.263
H -1.433 2.143 12.662
C 4.245 8.227 17.298
O 4.589 8.877 16.084
H 4.940 8.596 18.052
H 3.284 8.459 17.756
H 4.275 7.139 17.251
H 5.514 9.126 16.149
C 4.472 3.143 9.496
O 4.692 4.035 10.628
H 5.154 3.428 8.695
H 4.780 2.137 9.782
H 3.458 3.018 9.116
H 4.738 3.381 11.329
C 4.903 11.495 11.563
O 3.942 10.416 11.335
H 5.699 11.440 10.821
H 4.462 12.487 11.666
H 5.361 11.420 12.549
H 3.082 10.748 11.603
C 5.543 8.787 8.790
O 4.968 8.178 9.959
H 5.327 8.394 7.797
H 5.174 9.801 8.635
H 6.614 8.932 8.935
H 4.784 8.956 10.491
C -2.567 7.595 11.299
O -1.698 8.512 12.056
H -2.609 6.595 11.729
H -3.599 7.933 11.209
H -2.068 7.529 10.332
H -0.816 8.140 11.984
C 1.243 6.165 16.751
O 0.109 6.690 17.426
H 2.011 6.865 16.422
H 1.740 5.350 17.276
H 0.784 5.862 15.809
H -0.343 5.909 17.752
C 4.531 3.229 15.892
O 4.870 2.097 15.114
H 5.294 4.001 15.791
H 3.582 3.639 15.545
H 4.544 3.022 16.962
H 4.233 1.423 15.360
C 7.207 7.007 12.038
O 6.162 6.164 11.653
H 7.476 7.681 11.225
H 7.035 7.580 12.949
H 8.049 6.432 12.424
H 6.223 5.424 12.262
C 0.453 11.123 12.718
O 1.771 11.572 12.838
H 0.052 11.691 11.878
H 0.542 10.061 12.487
H -0.087 11.237 13.657
H 2.004 11.595 13.769
C 2.792 1.701 12.276
O 3.922 0.970 11.884
H 2.953 2.453 13.049
H 2.252 1.903 11.350
H 2.060 1.013 12.698
H 3.739 0.028 11.904
```

Properties
2S+1 ... 4
Energy ... -110269.5204 eV
Relative energy (zero: lowest compared OMol25 entry of this formula, charge and spin) ... 1.0 kcal/mol
Kohn-Sham gap (spin up / spin down) ... 6.09 / 6.19 eV
LUMO (spin up / spin down) ... -0.247 / -0.176 eV
F_max ... 7.424 eV/A

# 2
Computed, not measured: C3H3InO as an isolated structure at a distorted geometry, with ωB97M-V/def2-TZVPD.

Structure (XYZ):
```
8
C3H3InO ωB97M-V/def2-TZVPD
H -1.607 0.455 -0.924
O 0.149 1.268 0.036
C -1.020 0.235 -0.021
C 0.045 -0.788 -0.117
C 1.012 0.190 -0.098
H -1.633 0.271 0.890
H 0.085 -1.858 0.072
In 2.970 0.228 0.161
```

Properties
Energy ... -10355.3391 eV
Total charge ... +2
Kohn-Sham gap (spin up / spin down) ... 8.33 / 6.80 eV
LUMO (spin up / spin down) ... -13.060 / -13.334 eV
F_max ... 5.463 eV/A

# 3
Computed, not measured: C19H29AsF10NO5P2 as an isolated structure at a distorted geometry, with ωB97M-V/def2-TZVPD.

Structure (XYZ):
```
67
C19H29AsF10NO5P2 ωB97M-V/def2-TZVPD
C 0.490 1.195 -5.476
C 0.642 1.761 -4.065
C -0.099 3.100 -3.869
C -1.365 2.966 -3.006
C -1.211 3.539 -1.599
C -2.440 3.225 -0.723
C -2.087 3.121 0.776
C -1.838 1.677 1.202
C -0.460 1.149 0.770
C 0.137 0.097 1.702
As 0.645 -1.747 1.062
C -0.792 -2.646 2.174
C -0.651 -3.845 2.878
C -1.719 -4.354 3.610
N -2.917 -3.781 3.714
C -3.058 -2.624 3.067
C -2.049 -2.043 2.312
P 2.269 -0.655 -0.314
O 3.430 -1.488 -1.135
O 2.006 0.801 -1.030
C 1.394 -3.530 0.248
F 1.407 -3.425 -1.087
F 2.665 -3.764 0.610
F 0.694 -4.631 0.532
C 1.962 -1.847 2.700
F 2.158 -3.159 3.025
F 1.314 -1.331 3.787
C 3.401 -1.233 2.766
F 3.872 -1.709 3.989
F 4.262 -1.735 1.880
C 3.665 0.295 2.988
F 4.921 0.420 3.416
F 2.871 0.767 3.935
F 3.560 1.075 1.939
P -0.996 -1.834 -0.796
O -1.520 -3.197 -1.021
O -2.341 -0.872 -0.592
O -0.364 -1.183 -2.164
H -0.505 0.765 -5.576
H 1.210 0.397 -5.630
H 0.605 1.967 -6.230
H 0.210 1.033 -3.381
H 1.691 1.896 -3.814
H 0.550 3.824 -3.385
H -0.397 3.486 -4.841
H -2.217 3.476 -3.456
H -1.664 1.924 -2.888
H -0.311 3.155 -1.123
H -1.134 4.625 -1.646
H -2.884 2.281 -1.031
H -3.161 4.029 -0.849
H -1.263 3.779 1.045
H -2.957 3.468 1.336
H -2.648 1.055 0.828
H -1.882 1.624 2.291
H 0.178 2.032 0.777
H -0.495 0.869 -0.282
H 1.088 0.504 2.036
H -0.443 0.061 2.617
H 0.263 -4.409 2.843
H -1.583 -5.291 4.134
H -4.019 -2.138 3.151
H -2.270 -1.092 1.849
H 4.296 -1.091 -1.033
H 1.339 0.810 -1.731
H -2.459 -0.271 -1.332
H -0.994 -1.321 -2.885
```

Properties
Energy ... -138493.4262 eV
Total charge ... -1
Kohn-Sham gap ... 5.99 eV
LUMO ... 2.513 eV
F_max ... 3.683 eV/A

# 4
Computed, not measured: C5H10N2 in the gas phase, with ωB97M-V/def2-TZVPD.

Structure (XYZ):
```
17
C5H10N2 ωB97M-V/def2-TZVPD
C 1.447 -0.956 -1.103
C 0.507 0.158 -1.504
N -0.945 -0.001 -1.400
C -0.264 0.893 -0.469
C -0.044 0.585 0.990
C -1.161 0.577 1.960
N -0.461 -0.662 1.620
H 1.617 -1.639 -1.940
H 1.052 -1.539 -0.263
H 2.412 -0.542 -0.788
H 0.798 0.717 -2.395
H -1.176 -0.896 -0.965
H -0.495 1.945 -0.641
H 0.922 0.927 1.361
H -1.010 0.924 2.980
H -2.166 0.725 1.570
H -1.032 -1.216 0.987
```

Properties
Energy ... -8325.2378 eV
SMILES ... C[C@H]1N[C@H]1[C@H]1CN1
Relative energy (zero: lowest compared OMol25 entry of this formula, charge and spin) ... 48.3 kcal/mol
Kohn-Sham gap ... 10.50 eV
LUMO ... 1.199 eV
F_max ... 0.450 eV/A